{"formula": "C35H100N8O11", "method": "ωB97M-V/def2-TZVPD", "species": ["N", "H", "H", "H", "C", "H", "O", "H", "H", "H", "H", "C", "H", "O", "C", "H", "H", "H", "N", "N", "H", "O", "H", "H", "C", "H", "C", "H", "H", "O", "C", "H", "H", "H", "H", "C", "C", "O", "C", "C", "H", "H", "H", "C", "C", "H", "H", "H", "H", "H", "H", "H", "H", "H", "H", "H", "O", "O", "H", "H", "H", "C", "H", "N", "C", "H", "H", "H", "H", "H", "C", "H", "H", "H", "H", "C", "H", "H", "H", "H", "N", "H", "C", "C", "H", "O", "O", "H", "C", "H", "O", "O", "H", "C", "C", "H", "H", "C", "C", "H", "H", "C", "H", "H", "C", "H", "C", "H", "H", "H", "H", "H", "H", "H", "H", "H", "C", "C", "H", "C", "H", "H", "H", "H", "H", "C", "H", "H", "H", "H", "H", "H", "H", "H", "H", "H", "H", "H", "H", "H", "C", "H", "C", "H", "H", "N", "H", "H", "H", "C", "N", "N", "C", "C"], "xyz": [[3.954836, 0.518330, -5.180691], [3.361760, -1.115369, -2.278230], [0.058944, 0.789770, -3.469868], [0.958473, 4.586311, -1.644657], [0.882071, -1.266451, 0.854614], [-5.143636, 3.611339, -2.651908], [6.158989, -1.219053, 4.026292], [3.880993, 0.818854, 1.658814], [0.476903, -4.507881, -0.148584], [-1.771552, -0.725561, 1.571120], [-4.144900, -2.592993, -1.323517], [-4.233069, 3.181853, -3.132936], [3.040894, -3.207197, -1.152045], [-1.038360, 4.934267, -1.502460], [-3.654739, -2.541701, -2.289503], [-2.678400, 3.796003, 3.134922], [-2.560593, 6.784281, 1.550919], [0.524509, 1.790766, 0.396995], [0.112276, -4.587412, -4.399849], [-4.063864, -1.589264, 2.065373], [-0.218039, -7.573259, -1.892632], [-1.640613, 1.945881, -3.610381], [1.047028, 3.196637, 5.329197], [-0.859771, 6.892375, 1.190674], [-3.781896, -0.523990, 4.259202], [-0.154147, 1.238336, -1.152275], [-2.662216, 1.214127, -3.051248], [0.046453, -4.066854, -5.254701], [4.895276, -1.076131, -1.538147], [3.613595, -2.546032, -0.817278], [-1.151012, -5.628904, 2.639592], [-2.243788, 7.992199, -0.465416], [-0.686362, 4.184701, 4.232476], [-3.378514, -0.749120, 5.268012], [1.922158, -2.523297, 2.879297], [-3.603708, 2.071004, -2.222508], [0.027477, -5.329760, 0.447013], [-2.330350, -2.982742, -2.164538], [-0.563319, 3.095181, 4.057088], [3.855251, 2.754132, -6.041945], [-3.918643, -3.862610, 3.003002], [-0.146498, -5.889887, 3.074077], [1.038077, -6.463443, -1.560153], [0.645763, -2.675085, -2.837311], [-1.822235, 6.402605, 0.847218], [-1.811142, -2.737209, -4.141665], [2.864408, 2.484199, -6.380282], [-2.403456, -1.953587, 3.277992], [-1.513066, -6.603952, 2.336375], [0.911449, -5.827506, 0.954561], [2.924028, -1.042767, 3.454651], [-3.257639, 0.774615, -3.837019], [-2.039531, -3.925863, -0.085248], [0.495638, 0.966577, 5.066387], [-5.038020, -4.297856, 5.987860], [4.379293, 2.922391, -1.423083], [5.851632, 0.482689, 1.112726], [3.231692, 1.604199, -2.547125], [-2.774852, 2.046706, 2.907283], [-1.764327, -5.220417, 3.460834], [-3.558224, 5.487492, -0.827943], [0.318468, -7.103919, -1.088276], [-3.497366, 4.006800, -3.239096], [-3.453487, 6.483633, -0.945387], [3.254786, 2.494262, -3.657010], [0.091304, 4.733031, -3.263278], [3.871890, 3.831258, -5.837084], [5.140958, 1.309602, -1.855185], [-0.117872, 1.822066, -4.824146], [-1.030001, 0.704327, 1.877026], [5.498806, -0.943817, 5.212697], [1.693891, 3.051438, 2.311439], [1.432039, 0.715839, -0.770021], [-4.422070, 2.826697, -4.136493], [-2.539948, 3.153666, 1.507456], [-2.129628, 6.914332, -0.524981], [0.952101, 0.904789, 3.565998], [6.239455, -0.479557, 5.905875], [-1.365570, 6.719988, -2.532524], [-3.553861, 6.796557, -1.936953], [1.199964, 1.347543, 4.443588], [3.807887, 1.468206, -0.675854], [-3.490384, -1.784013, 3.385129], [4.155936, -1.740216, -1.901680], [-3.839100, -0.706111, 1.660771], [-0.932699, 2.784821, 2.714153], [-3.411615, -3.583645, 5.013174], [5.052996, -1.836338, 5.637521], [-2.321680, 2.950736, 2.523266], [6.935551, -1.768025, 4.076508], [1.448505, -0.692605, 1.996616], [-0.604176, -6.337004, -0.372045], [3.979541, -0.114326, -4.433999], [4.246478, 1.857909, -1.603853], [-1.717515, -3.519655, -3.319418], [5.078613, 1.210127, 2.925258], [-4.810580, -0.191027, 4.267897], [-0.921230, -4.702387, 1.475126], [1.788428, 3.434755, 3.308993], [0.473788, -2.236733, 1.102901], [-4.200092, -3.125622, -3.016764], [-0.666749, 1.162472, -4.196034], [-0.580649, -0.845177, -0.615669], [-2.088888, -4.469566, -3.680386], [0.012950, 4.380965, -2.207226], [4.758611, -0.203677, 4.931515], [-0.259328, -3.856045, -3.145493], [3.179082, -1.732656, 1.797827], [-0.067173, 6.792090, -1.336312], [-1.716319, 5.325987, 0.958687], [1.691853, -1.435131, 0.146698], [0.779212, -2.162692, -3.802564], [-3.466428, -4.845665, 6.560618], [3.578798, 3.467365, -3.319528], [-2.821769, 1.942048, -0.358242], [-1.226228, 2.555920, 4.770089], [0.492871, 0.939764, -0.322005], [0.874441, 2.775501, 4.355174], [-5.156132, -2.995959, 4.022520], [-4.050070, -4.630943, 5.694277], [-3.671914, -2.304192, 1.444173], [-2.657014, -5.195259, 0.684189], [-2.286951, 0.321728, -2.522091], [-3.728303, -1.523688, -2.651067], [2.789759, 3.166735, 3.597156], [2.433652, -1.581482, 2.596076], [-0.462975, -3.812119, 1.868267], [-1.055944, 0.325981, -4.776312], [5.552122, -0.414478, 1.242977], [5.171118, 2.143569, -4.478722], [0.710747, -7.886204, -0.449440], [3.071434, 0.410912, -5.611905], [4.443373, -2.297452, -2.821488], [1.054881, -4.985047, -4.269584], [1.633361, -3.176446, -2.725555], [-3.185411, 0.311300, 3.870874], [1.603007, 4.543877, 3.309936], [4.467832, 2.495754, -6.918244], [-2.166275, 3.115231, -1.289682], [-4.186971, -5.562380, 5.082014], [-4.102764, -3.123296, 3.834539], [4.928216, 2.274072, 1.472589], [-1.056374, 6.370596, -1.510469], [2.257242, 2.536578, -4.006468], [0.043898, 3.300171, -2.271447], [-3.050096, 2.659140, -1.043136], [-4.366105, 1.422664, -1.828515], [0.453808, -2.017776, -1.991868], [-0.286979, -4.601154, -2.371710], [-0.132297, -0.331887, 0.245677], [-1.269020, 0.039852, 1.141738], [-2.144279, -4.325770, 0.848381], [4.899010, 1.224583, 1.847054], [4.176254, 1.939182, -4.798657]], "atomic_forces_ev_per_a": [[1.27, 1.78, -0.21], [-0.50, 0.58, -0.02], [-0.06, -0.32, 0.31], [-0.24, 0.29, -0.65], [0.55, 0.29, -0.11], [0.62, -0.41, -0.47], [0.01, -0.04, -2.12], [0.36, 0.38, 0.19], [-0.34, -0.36, -0.28], [0.33, -0.31, -0.21], [0.02, -0.12, 0.16], [0.48, 0.37, 1.17], [-0.80, -0.84, -0.69], [-1.02, 0.67, 0.49], [-0.20, -0.01, -0.42], [-0.05, -0.11, -0.23], [-0.24, -0.24, 0.05], [0.23, -0.72, -0.37], [0.69, -0.54, 1.84], [-0.28, -0.85, -0.69], [-0.37, -0.34, -0.36], [0.04, 1.01, 0.21], [0.36, 0.36, 0.50], [-0.78, -0.73, -0.34], [1.61, -1.16, 0.14], [-0.01, 0.34, 0.12], [-0.89, -1.09, 0.47], [0.15, 0.49, -0.11], [1.00, 0.16, 0.52], [1.89, 1.38, 0.03], [1.22, -0.62, 1.20], [0.92, 0.32, -0.38], [-0.23, -0.33, -0.11], [-0.56, 0.32, -0.34], [0.52, 0.35, 0.07], [-0.42, 0.56, -0.87], [1.57, -0.88, 0.33], [0.95, -0.61, 0.58], [-0.73, 0.25, 0.01], [0.32, 0.07, -0.42], [-0.41, 0.59, 0.68], [-0.80, 0.45, -0.17], [0.97, 0.19, -0.05], [1.49, -1.23, -1.10], [1.22, 1.23, 1.53], [0.02, -0.85, 0.51], [-0.62, 0.11, 0.10], [-0.08, 0.19, 0.60], [-0.54, -0.12, -0.26], [-0.80, 0.52, -0.26], [-0.78, -0.65, -0.77], [-0.49, -0.27, -0.74], [0.31, 0.07, 0.19], [0.17, -0.33, 0.39], [-0.46, -0.06, 0.30], [0.39, 0.19, -0.28], [-0.10, 0.05, 0.03], [-0.30, 0.57, -0.51], [-0.74, -0.18, -0.23], [0.11, -0.02, -0.52], [-0.06, -0.33, -0.48], [-0.74, -0.11, 0.02], [-0.33, -0.42, 0.15], [-0.29, 0.88, -0.87], [1.20, -1.87, -0.05], [-0.06, 0.11, 0.62], [0.10, -0.19, -0.20], [0.61, 0.17, 0.08], [0.53, 0.42, -0.88], [0.38, -0.15, -0.32], [1.15, 0.57, 0.75], [-0.62, -0.26, -0.50], [1.03, 0.05, -0.14], [-0.35, -0.19, -0.18], [-0.18, -0.09, -1.03], [-0.05, -1.63, -0.42], [0.29, -0.09, -0.46], [-0.83, -0.27, 0.06], [0.34, -0.32, 0.50], [-0.30, -0.91, 1.11], [-0.69, 0.08, 0.13], [0.59, -0.10, 0.00], [-0.48, 0.20, -0.17], [-1.95, -1.14, -0.72], [0.17, 0.74, -0.13], [0.79, 0.28, 0.34], [0.01, 0.37, -0.68], [-0.26, -0.05, 0.32], [0.33, 0.28, 1.65], [0.18, -0.22, 0.57], [0.55, 0.00, 1.40], [-0.46, 1.53, 0.93], [0.18, -0.79, 1.47], [-1.29, -0.63, 0.91], [-0.24, 1.69, -1.40], [0.14, 0.01, -0.03], [-0.35, -0.35, 0.07], [0.50, -0.77, -0.44], [-0.27, 0.90, 1.10], [-0.48, -0.41, 0.06], [-0.30, -0.54, -0.11], [0.71, -0.24, 0.11], [0.02, -0.19, 0.23], [-1.13, -0.12, 0.10], [2.30, 0.42, -0.37], [-0.34, 0.03, 0.38], [-0.73, 0.28, -0.77], [0.03, -0.49, 0.47], [0.29, -0.15, 0.29], [-0.08, -0.01, -0.28], [0.09, -0.17, -0.45], [-0.26, 0.52, 0.48], [0.40, -0.25, 0.60], [0.16, 0.54, -0.09], [0.04, -0.05, -0.09], [0.16, 0.19, -0.28], [-1.29, 0.48, 0.24], [0.32, -0.38, -1.50], [-0.58, -0.05, 0.09], [-0.59, -0.23, -1.15], [-0.23, 0.20, 0.12], [-0.09, 0.34, -0.01], [0.20, 0.34, 0.52], [0.27, 0.53, -0.04], [0.67, 0.42, 0.20], [-0.28, 1.23, -0.56], [0.50, 0.42, 0.09], [-0.21, -0.08, -0.12], [0.40, -0.63, -0.07], [1.09, -0.42, 0.07], [0.68, -0.06, 0.08], [-1.02, 0.05, -0.55], [0.44, -0.12, 0.96], [-0.72, 0.39, -0.50], [-0.20, 0.62, 0.35], [-0.06, -0.19, 0.02], [0.47, -0.99, -0.12], [0.28, 0.25, 0.52], [-0.37, 0.10, 0.31], [0.29, 0.65, 0.28], [1.61, -0.34, 0.25], [-0.03, -0.68, 0.40], [-0.73, 0.61, -1.11], [-1.21, 0.18, -0.48], [-0.99, -0.27, 0.28], [1.17, 0.64, 0.57], [-0.70, -0.53, -0.35], [-0.28, -0.16, -0.14], [0.49, -0.39, 0.61], [-1.15, 0.36, 0.74], [0.18, 0.30, -0.46], [-1.84, -0.13, -0.49], [-0.81, 0.82, -0.46], [-1.85, 0.08, -0.36]], "total_charge": 0, "molar_mass_g_mol": 809.23, "smiles": "COC[C@H](C)N.COC[C@H](C)N.COC[C@H](C)N.COC[C@H](C)N.COC[C@H](C)N.COC[C@H](C)N.COC[C@H](C)N.COC[C@H](C)N.CO.CO.CO", "homo_ev": -8.76, "de_lowest_ev": 0.764}